C22H33MnN6O3SSi | the ωB97M-V functional and the def2-TZVPD basis

Properties
total charge: +2
relative energy (zero: lowest compared OMol25 entry of this formula, charge and spin): 0.0000 eV
M: 544.636 g mol⁻¹
LUMO energy (spin up / spin down): -6.17 / -5.42 eV
Kohn-Sham gap (spin up / spin down): 0.286 / 0.313 hartree
multiplicity: 5

Atoms and positions in Å:
Mn1 0.42664 -0.24633 0.83088
N1 1.95844 -0.91345 4.55051
C1 0.66432 -0.88117 5.02263
C2 -0.13200 -0.67881 3.94125
N2 0.66480 -0.58786 2.82869
C3 1.91735 -0.73191 3.22116
C4 2.97657 -0.66871 2.22929
N3 2.66505 -0.45194 0.96418
C5 3.85321 -0.43577 0.27642
C6 4.88254 -0.64576 1.13985
N4 4.30854 -0.79087 2.37950
H1 2.77754 -1.03948 5.12221
H2 0.43474 -0.99712 6.06642
H3 -1.20109 -0.57617 3.88909
H4 3.90527 -0.28106 -0.78707
H5 5.94572 -0.70504 0.99065
H6 4.81338 -0.95890 3.23444
N5 -0.93381 0.87858 -3.80369
C7 0.46047 1.27411 -3.40011
C8 0.58129 1.19456 -1.88785
N6 0.24146 -0.13311 -1.34746
C9 -1.10868 -0.54667 -1.79542
C10 -1.26266 -0.50520 -3.30237
H7 -1.03583 0.92269 -4.81924
H8 -1.60268 1.54781 -3.41200
H9 0.64399 2.28700 -3.75418
H10 1.13633 0.58987 -3.91337
H11 -0.08827 1.92240 -1.42576
H12 1.59344 1.46709 -1.59168
H13 0.91672 -0.83081 -1.65904
H14 -1.82800 0.11246 -1.30620
H15 -1.29633 -1.55858 -1.44023
H16 -2.28325 -0.73966 -3.59871
H17 -0.58092 -1.18641 -3.81231
C11 -1.75678 -5.57952 1.63591
Si1 -0.64310 -5.11166 0.22576
C12 0.96000 -6.05190 0.24246
C13 -1.51109 -5.25408 -1.41910
C14 -0.22373 -3.29972 0.43417
C15 0.03063 -2.11736 0.58699
H18 -2.04771 -6.62912 1.55946
H19 -2.66712 -4.97803 1.63754
H20 -1.25601 -5.44071 2.59534
H21 0.77181 -7.11983 0.11415
H22 1.48349 -5.91786 1.19043
H23 1.62308 -5.73051 -0.56236
H24 -1.79127 -6.29096 -1.61510
H25 -0.86746 -4.92799 -2.23903
H26 -2.42682 -4.65909 -1.43212
C16 -1.94983 7.18358 -1.59105
C17 -1.64954 5.89469 -0.88172
C18 -2.64912 5.19644 -0.20481
C19 -2.36742 4.03121 0.48752
C20 -1.06538 3.54476 0.48826
C21 -0.04745 4.22184 -0.17289
C22 -0.34922 5.39000 -0.85433
S1 -0.74432 2.08956 1.40825
O1 -1.04677 2.31421 2.78140
O2 -1.47618 0.94952 0.78058
O3 0.70253 1.72209 1.12420
H27 -3.01945 7.37788 -1.63072
H28 -1.56231 7.17279 -2.61011
H29 -1.47559 8.01879 -1.07338
H30 -3.65999 5.58373 -0.20238
H31 -3.14692 3.51385 1.03242
H32 0.97074 3.86009 -0.11692
H33 0.44399 5.93756 -1.34926

Atoms 1-6, force components in eV/Å:
0.0 -0.1 -0.2
0.0 0.0 0.0
0.0 0.0 0.0
0.0 0.0 0.0
0.0 0.0 0.0
0.0 0.0 0.0